Molecular formula: CH8N5O
Method: DFT, the ωB97M-V functional and the def2-TZVPD basis

Results
LUMO energy   -3.149 eV
Net charge   +1
E   -10653.067 eV
F_max   4.75 eV/A
SMILES string   [H]/N=C(/N)N(O)[NH2+]N
Energy relative to the best compared isomer or geometry (same formula, charge and spin)   280.5 kJ/mol

The geometry in XYZ format:
```
15
Properties=species:S:1:pos:R:3:forces:R:3
O 0.574 1.032 1.585 0.583 -0.192 1.014
N -0.327 2.469 -0.250 -0.429 2.540 0.041
N 0.692 0.349 0.413 -1.496 -0.507 -1.702
N -0.050 -2.073 0.528 1.953 -1.487 -0.609
N -0.490 -0.754 0.418 3.298 0.577 -0.940
N -0.433 0.798 -1.824 -2.501 1.065 -3.363
C -0.065 1.373 -0.699 1.428 1.210 4.368
H -0.675 1.372 -2.714 0.103 -0.631 2.648
H -0.120 -2.512 1.443 -0.003 0.640 -0.021
H -1.100 -0.384 1.131 -0.802 -0.408 0.347
H 1.374 0.888 2.165 -0.804 -0.175 -1.150
H -0.776 -0.618 -0.561 -1.097 -0.079 0.362
H 0.230 0.202 -2.131 2.741 -2.821 -1.325
H -0.037 2.823 0.675 -0.236 -0.823 -0.828
H 0.940 -2.273 0.083 -2.739 1.090 1.159
```
Positions in Å, forces in eV/Å.



Molecular formula: CH8NO
Method: DFT, the ωB97M-V functional and the def2-TZVPD basis

Results
LUMO energy (spin up / spin down)   -8.738 / -15.686 eV
Net charge   +2
E   -4681.841 eV
F_max   1.85 eV/A
Energy relative to the best compared isomer or geometry (same formula, charge and spin)   34.7 kJ/mol
Multiplicity   2

The geometry in XYZ format:
```
11
Properties=species:S:1:pos:R:3:forces:R:3
O 0.878 -0.633 0.161 0.142 -0.352 -0.646
N -1.565 0.461 0.847 0.949 0.043 0.494
C 1.329 -0.163 -1.077 0.372 -1.494 1.024
H 2.009 0.697 -0.758 -0.363 0.472 -0.357
H 1.119 -1.548 0.465 0.716 0.103 -0.140
H -0.763 -0.127 0.506 -1.369 0.719 0.689
H 0.393 0.156 -1.575 0.542 0.750 -0.251
H -1.232 1.429 0.934 -0.301 0.157 -0.578
H 1.990 -0.877 -1.571 -0.144 -0.032 -0.225
H -2.383 0.366 0.240 -0.172 0.184 0.157
H -1.776 0.240 1.828 -0.372 -0.549 -0.168
```
Positions in Å, forces in eV/Å.



Molecular formula: CH8NO3
Method: DFT, the ωB97M-V functional and the def2-TZVPD basis

Results
LUMO energy   4.476 eV
Net charge   -1
E   -8799.700 eV
F_max   4.42 eV/A
Energy relative to the best compared isomer or geometry (same formula, charge and spin)   74.4 kJ/mol

The geometry in XYZ format:
```
13
Properties=species:S:1:pos:R:3:forces:R:3
O -0.222 -0.265 -0.267 1.531 1.903 -1.258
O 1.242 -0.182 1.769 1.021 0.150 1.083
O -2.237 -1.451 0.672 1.035 1.133 0.496
N 1.319 1.502 -1.156 -1.174 -0.655 -1.906
C 0.061 0.765 -1.219 -3.522 -2.099 -1.655
H -0.109 0.271 -2.268 1.021 0.700 1.101
H -2.528 -2.091 0.034 0.163 -0.226 -0.558
H 0.724 -0.781 2.309 -0.101 -0.041 0.049
H -1.371 -0.896 0.289 -1.512 -0.835 -0.087
H -0.752 1.500 -1.297 -0.180 0.230 0.801
H 1.893 0.916 -1.735 1.018 -0.002 0.157
H 1.542 1.329 -0.230 1.410 -0.012 2.369
H 0.741 -0.163 0.915 -0.709 -0.247 -0.592
```
Positions in Å, forces in eV/Å.



Molecular formula: CH8NO3
Method: DFT, the ωB97M-V functional and the def2-TZVPD basis

Results
LUMO energy   4.201 eV
Net charge   -1
E   -8799.505 eV
F_max   3.25 eV/A
Energy relative to the best compared isomer or geometry (same formula, charge and spin)   93.3 kJ/mol

The geometry in XYZ format:
```
13
Properties=species:S:1:pos:R:3:forces:R:3
O 0.860 0.522 -0.417 0.073 0.166 0.566
O 0.705 -2.076 0.257 0.773 2.010 -1.017
O -1.315 -0.576 -2.477 2.409 -0.782 -0.202
N 0.170 1.032 1.983 0.924 -3.089 -0.075
C 0.123 1.309 0.426 -1.384 -2.924 0.294
H -0.582 -0.372 -1.807 -1.020 0.199 -0.604
H 1.183 0.686 2.215 -2.085 1.046 -0.857
H -0.959 1.177 0.096 0.432 0.399 0.979
H -0.347 0.091 2.198 0.993 2.120 -0.791
H 0.863 -1.067 -0.112 0.068 -1.278 0.965
H -0.237 -1.984 0.333 -0.860 -0.353 0.197
H 0.303 2.345 0.446 0.822 1.646 -0.508
H -0.765 -1.086 -3.141 -1.144 0.840 1.054
```
Positions in Å, forces in eV/Å.



Molecular formula: CH8NPSi2
Method: DFT, the ωB97M-V functional and the def2-TZVPD basis

Results
LUMO energy (spin up / spin down)   -1.530 / -0.372 eV
E   -27695.887 eV
F_max   2.87 eV/A
Energy relative to the best compared isomer or geometry (same formula, charge and spin)   262.5 kJ/mol

The geometry in XYZ format:
```
13
Properties=species:S:1:pos:R:3:forces:R:3
P -2.724 -0.325 0.708 0.049 0.338 -0.279
Si 0.510 1.633 -1.032 -0.371 1.296 -1.590
Si 0.277 -1.288 0.238 -1.815 -1.086 -1.945
N -3.578 -1.281 -0.101 0.279 -0.064 1.470
C 0.179 -0.159 -1.198 0.003 0.030 -1.096
H -1.008 -1.220 1.050 0.343 0.038 0.362
H 1.341 -1.307 1.158 1.212 0.396 0.832
H 1.640 2.087 -0.203 0.352 -0.306 -0.062
H 0.487 2.352 -2.417 0.404 -0.679 0.966
H -0.100 -0.483 -2.273 0.371 0.208 2.120
H -3.880 -1.303 -1.030 -0.446 -0.105 -1.519
H 0.078 -2.613 -0.374 0.218 -0.366 0.221
H -0.624 2.275 -0.411 -0.602 0.299 0.519
```
Positions in Å, forces in eV/Å.



Molecular formula: CH8Na7O7
Method: DFT, the ωB97M-V functional and the def2-TZVPD basis

Results
LUMO energy (spin up / spin down)   -14.975 / -15.774 eV
Net charge   +4
E   -46374.952 eV
F_max   6.32 eV/A
Multiplicity   2

The geometry in XYZ format:
```
23
Properties=species:S:1:pos:R:3:forces:R:3
Na 0.941 -1.857 1.989 0.329 -0.799 -0.775
Na -2.755 1.801 0.960 -0.468 -0.284 -0.527
Na -2.427 -0.770 3.969 -0.443 -0.358 0.837
Na -3.177 -1.624 0.802 0.104 -1.136 -1.159
Na 2.412 2.164 1.122 1.111 0.071 -1.012
Na -0.618 3.601 1.149 0.391 0.898 -0.524
Na -0.062 0.999 3.191 0.113 0.277 0.284
O -1.166 -3.022 -0.706 -1.271 0.107 0.677
O 1.250 1.915 -2.050 0.499 0.239 0.521
O -0.154 -0.569 -2.984 -0.665 -0.296 -0.079
O 0.179 -0.620 -0.332 1.371 -1.767 -0.826
O -1.203 -0.412 1.307 -2.942 -0.749 2.778
O 2.910 -0.494 -0.083 0.369 0.509 0.509
O -0.349 1.331 0.346 -0.486 6.257 0.756
C -0.494 0.112 0.359 1.148 -2.395 0.676
H 2.020 -0.487 -0.435 -0.597 -0.170 -0.768
H -0.641 -3.333 0.031 0.305 -0.539 -0.135
H 2.803 -0.289 0.846 0.415 -0.256 0.539
H 0.911 1.523 -1.245 -0.354 -0.334 -0.097
H 0.570 2.531 -2.322 -0.129 0.377 -0.461
H -0.909 -2.106 -0.814 0.554 0.125 -0.442
H 0.014 0.371 -3.048 0.325 0.173 -0.308
H -0.056 -0.767 -2.052 0.320 0.048 -0.464
```
Positions in Å, forces in eV/Å.